The following is a quantum chemistry calculation of a 2-piece molecular cluster, C3H10S3 overall at a distorted geometry, from the OMol25 dataset.

XYZ file:
```
16
Properties=species:S:1:pos:R:3:nbo_charge:R:1
C 3.518 -0.727 -0.564 -0.735
S 1.981 0.290 -0.747 -0.291
S 0.772 -0.964 -1.921 -0.656
H 4.217 -0.296 0.146 0.203
H 3.278 -1.688 -0.136 0.197
H 3.981 -0.819 -1.519 0.193
H 1.507 -0.890 -3.041 0.105
C -1.392 -0.698 0.866 -0.660
C -1.528 0.646 1.668 -0.530
S -3.231 1.155 1.847 -0.074
H -1.372 -0.585 -0.260 0.253
H -0.303 -0.850 0.935 0.236
H -1.902 -1.588 1.296 0.205
H -1.044 1.359 1.008 0.224
H -1.053 0.834 2.646 0.213
H -3.051 1.656 0.681 0.116
```

* relative energy (zero: lowest compared OMol25 entry of this formula, charge and spin): 127.7 kJ/mol
* largest force on an atom: 3.553 eV Å⁻¹
* total charge: -1
* spin multiplicity: 2

***

The following is a quantum chemistry calculation of C13H16N2O6 in the gas phase at a distorted geometry, from the OMol25 dataset.

XYZ file:
```
37
Properties=species:S:1:pos:R:3:nbo_charge:R:1
C -1.182 -1.921 0.889 -0.138
C -1.672 -1.559 -0.497 0.700
C 0.392 -1.964 1.034 -0.446
C 1.175 -0.694 1.315 -0.099
C 0.970 -0.157 2.666 -0.155
C 2.143 0.058 0.565 -0.179
C 1.468 1.071 3.179 -0.298
C 2.847 1.172 1.090 -0.272
C 2.588 1.617 2.432 0.323
C -1.272 0.314 -2.179 -0.145
C -1.148 -0.413 -3.577 0.790
C -0.613 1.612 -2.291 -0.511
C -0.588 2.444 -1.035 0.804
H -2.562 -3.371 0.787 0.383
H -1.054 -3.973 1.112 0.347
H -1.562 -1.128 1.494 0.212
H 0.652 -2.629 1.791 0.238
H 0.785 -2.442 0.104 0.217
H 0.203 -0.799 3.185 0.207
H 2.281 -0.154 -0.522 0.207
H 1.276 1.543 4.101 0.208
H 3.722 1.747 0.568 0.235
H 2.756 3.132 3.616 0.482
H 0.164 -0.451 -0.617 0.463
H -2.357 0.566 -2.185 0.243
H 0.492 1.593 -2.392 0.234
H -1.087 2.254 -3.026 0.254
H -1.501 3.902 -0.175 0.501
H -1.300 -2.215 -4.222 0.496
N -1.693 -3.199 1.443 -0.817
N -0.859 -0.539 -1.151 -0.698
O -2.670 -2.077 -0.948 -0.589
O 3.002 2.834 2.687 -0.657
O -1.090 0.079 -4.707 -0.590
O 0.004 2.083 -0.102 -0.584
O -1.423 3.454 -1.089 -0.679
O -1.288 -1.788 -3.342 -0.684
```

* SMILES string: N[C@@H](Cc1ccc(O)cc1)C(=O)N[C@@H](CC(=O)O)C(=O)O
* relative energy (zero: lowest compared OMol25 entry of this formula, charge and spin): 364.8 kJ/mol
* largest force on an atom: 5.553 eV Å⁻¹

***

The following is a quantum chemistry calculation of a 9-piece molecular cluster, C35H51ClN8OP overall at a distorted geometry, from the OMol25 dataset.

XYZ file:
```
97
Properties=species:S:1:pos:R:3:lowdin_charge:R:1
C -0.381 2.371 0.837 -0.082
C 0.862 1.890 1.534 -0.341
O 1.587 1.062 0.671 -0.289
C 2.911 0.790 1.118 -0.433
P 4.293 2.079 0.759 0.113
Cl 3.076 3.070 -0.879 -0.009
H -0.133 2.927 -0.055 0.063
H -0.864 3.063 1.521 0.061
H -1.070 1.560 0.614 0.044
H 0.578 1.398 2.472 0.110
H 1.449 2.776 1.756 0.091
H 2.943 0.576 2.190 0.065
H 3.199 -0.125 0.605 0.066
H 4.885 1.215 -0.251 -0.088
H 5.319 3.074 0.496 -0.101
H 3.725 2.998 1.753 -0.072
H 5.137 1.472 1.781 -0.058
N -3.980 0.180 0.014 0.011
C -5.338 0.254 0.159 -0.145
C -5.685 -0.498 1.251 -0.116
C -4.487 -1.044 1.785 -0.118
C -3.454 -0.605 1.000 -0.145
H -3.448 0.633 -0.708 0.142
H -5.937 0.832 -0.523 0.103
H -6.685 -0.640 1.624 0.086
H -4.395 -1.684 2.646 0.072
H -2.394 -0.783 1.058 0.105
N 0.704 1.150 -2.743 0.045
C 0.835 0.979 -4.087 -0.122
C 0.152 -0.158 -4.436 -0.147
C -0.417 -0.688 -3.244 -0.143
C -0.050 0.149 -2.217 -0.128
H 1.109 1.903 -2.209 0.063
H 1.402 1.676 -4.680 0.111
H 0.069 -0.562 -5.432 0.072
H -1.020 -1.578 -3.150 0.089
H -0.258 0.116 -1.161 0.093
N 1.681 -3.007 -4.436 0.029
C 2.133 -4.197 -3.943 -0.134
C 3.023 -4.721 -4.847 -0.129
C 3.117 -3.802 -5.925 -0.118
C 2.277 -2.756 -5.638 -0.153
H 1.015 -2.397 -3.984 0.097
H 1.784 -4.570 -2.995 0.108
H 3.552 -5.654 -4.744 0.087
H 3.731 -3.894 -6.805 0.089
H 2.056 -1.854 -6.181 0.084
N 5.493 -2.273 -3.454 0.019
C 6.219 -1.174 -3.089 -0.132
C 7.494 -1.586 -2.807 -0.119
C 7.538 -2.991 -3.013 -0.127
C 6.288 -3.384 -3.413 -0.153
H 4.521 -2.267 -3.713 0.125
H 5.767 -0.196 -3.055 0.108
H 8.303 -0.951 -2.486 0.085
H 8.389 -3.640 -2.882 0.080
H 5.896 -4.353 -3.669 0.092
N 0.361 -0.290 -8.479 0.005
C -0.984 -0.490 -8.620 -0.146
C -1.510 0.614 -9.234 -0.116
C -0.438 1.516 -9.475 -0.116
C 0.703 0.928 -8.999 -0.141
H 1.000 -0.938 -8.057 0.122
H -1.449 -1.397 -8.272 0.105
H -2.548 0.761 -9.482 0.086
H -0.498 2.484 -9.943 0.087
H 1.723 1.271 -8.984 0.105
N -2.382 4.169 4.568 0.012
C -1.787 5.325 4.992 -0.150
C -0.514 5.014 5.397 -0.129
C -0.338 3.617 5.207 -0.111
C -1.507 3.126 4.693 -0.139
H -3.319 4.096 4.216 0.144
H -2.314 6.264 4.968 0.104
H 0.211 5.711 5.785 0.093
H 0.547 3.040 5.421 0.097
H -1.791 2.129 4.405 0.111
N -3.817 -4.470 4.306 0.002
C -3.535 -4.625 2.977 -0.146
C -4.079 -5.812 2.568 -0.110
C -4.718 -6.395 3.697 -0.118
C -4.540 -5.542 4.753 -0.149
H -3.535 -3.688 4.868 0.143
H -2.974 -3.880 2.439 0.102
H -4.027 -6.218 1.572 0.089
H -5.248 -7.332 3.728 0.086
H -4.863 -5.604 5.777 0.101
N -2.012 3.948 8.397 0.020
C -3.367 4.014 8.541 -0.148
C -3.715 3.254 9.627 -0.123
C -2.516 2.710 10.160 -0.122
C -1.484 3.160 9.378 -0.141
H -1.483 4.410 7.673 0.110
H -3.967 4.594 7.860 0.101
H -4.716 3.104 9.998 0.083
H -2.422 2.064 11.017 0.084
H -0.424 2.985 9.436 0.105
```

* electronic energy: -72899.550 eV
* largest force on an atom: 2.047 eV Å⁻¹
* total charge: -1

***

The following is a quantum chemistry calculation of C32H29BNO16P as an isolated structure at a distorted geometry, from the OMol25 dataset.

XYZ file:
```
80
Properties=species:S:1:pos:R:3:lowdin_charge:R:1
C 2.417 -1.003 -1.939 -0.041
O 2.293 -1.701 -3.182 0.067
B 3.210 -2.676 -3.391 -0.884
O 3.900 -2.731 -4.557 0.211
O 3.458 -3.714 -2.484 0.078
P 4.881 -3.637 -1.768 0.307
O 4.742 -3.843 -0.350 -0.205
O 5.733 -4.769 -2.452 -0.058
O 5.449 -2.228 -2.201 -0.165
C 6.542 -1.728 -1.370 -0.282
N 7.826 -1.857 -1.944 0.048
H 1.449 -0.909 -1.481 0.058
H 2.760 0.011 -2.104 0.099
H 3.091 -1.482 -1.240 0.078
H 3.623 -2.007 -5.137 0.127
H 5.801 -4.564 -3.402 0.102
H 6.344 -0.675 -1.235 0.124
H 6.557 -2.170 -0.383 0.118
H 7.919 -1.372 -2.823 0.081
H 8.148 -2.812 -1.996 0.080
C -3.268 -0.045 -3.503 -0.002
C -2.162 0.596 -3.149 -0.007
C -0.828 -0.028 -3.298 -0.371
O 0.177 0.573 -2.969 0.088
C -0.772 -1.398 -3.857 0.035
C -1.881 -2.041 -4.210 0.034
C -3.218 -1.415 -4.062 -0.385
O -4.228 -2.001 -4.388 0.104
H -4.251 0.399 -3.404 0.124
H -2.180 1.599 -2.741 0.123
H 0.212 -1.837 -3.955 0.108
H -1.863 -3.043 -4.619 0.123
C 0.997 -1.662 2.773 0.031
C 1.050 -2.073 1.509 0.036
C -0.174 -2.123 0.668 -0.374
O -0.122 -2.499 -0.483 0.104
C -1.452 -1.700 1.287 0.028
C -1.502 -1.291 2.550 0.006
C -0.282 -1.238 3.390 -0.378
O -0.327 -0.860 4.544 0.073
H 1.875 -1.618 3.405 0.124
H 1.974 -2.388 1.038 0.122
H -2.331 -1.744 0.656 0.124
H -2.424 -0.976 3.021 0.122
C -1.669 -0.633 7.726 0.021
C -2.813 -0.594 7.050 0.018
C -4.090 -1.027 7.669 -0.386
O -5.132 -0.993 7.051 0.105
C -4.042 -1.503 9.074 0.019
C -2.898 -1.542 9.752 0.020
C -1.621 -1.109 9.131 -0.385
O -0.579 -1.143 9.748 0.109
H -0.729 -0.323 7.288 0.114
H -2.867 -0.250 6.024 0.108
H -4.984 -1.813 9.508 0.121
H -2.842 -1.887 10.776 0.121
C -1.358 4.014 2.785 0.022
C -1.367 5.030 3.642 0.023
C -1.262 4.804 5.107 -0.385
O -1.271 5.729 5.887 0.111
C -1.146 3.400 5.576 0.029
C -1.137 2.383 4.718 0.028
C -1.243 2.612 3.256 -0.366
O -1.234 1.684 2.474 0.105
H -1.434 4.157 1.714 0.121
H -1.450 6.060 3.320 0.122
H -1.070 3.256 6.646 0.123
H -1.053 1.351 5.037 0.090
C -2.371 4.033 -8.302 0.023
C -2.861 2.988 -7.642 0.024
C -2.184 2.457 -6.434 -0.362
O -2.625 1.502 -5.830 0.107
C -0.942 3.136 -5.986 0.030
C -0.452 4.181 -6.646 0.024
C -1.129 4.714 -7.856 -0.387
O -0.685 5.667 -8.456 0.110
H -2.848 4.436 -9.186 0.123
H -3.765 2.478 -7.950 0.123
H -0.464 2.732 -5.101 0.117
H 0.452 4.691 -6.338 0.123
```

* electronic energy: -77870.602 eV
* largest force on an atom: 1.830 eV Å⁻¹

***

The following is a quantum chemistry calculation of C20H14Cl2N5O2SSeTl as an isolated structure, from the OMol25 dataset.

XYZ file:
```
46
Properties=species:S:1:pos:R:3:lowdin_charge:R:1
Tl 0.058 -0.442 -0.209 0.705
Cl -1.930 1.200 1.222 0.733
C -3.258 0.248 0.600 -0.629
C -4.383 0.165 1.399 -0.112
C -5.488 -0.541 0.965 -0.076
C -5.466 -1.166 -0.269 -0.110
C -4.329 -1.090 -1.055 -0.684
Cl -4.356 -1.885 -2.588 0.679
C -3.179 -0.387 -0.649 -0.672
S -1.818 -0.311 -1.763 0.600
H -4.382 0.662 2.360 0.108
H -6.370 -0.603 1.588 0.110
H -6.321 -1.718 -0.633 0.106
N 1.916 -0.995 -1.697 -0.012
N 3.016 -0.493 -1.003 -0.018
C 2.923 0.352 0.116 -0.754
O 3.969 0.788 0.554 0.039
O 1.741 0.579 0.592 -0.153
H 1.964 -2.006 -1.781 0.109
H 1.823 -0.575 -2.618 0.107
H 3.937 -0.629 -1.383 0.142
C -0.116 -2.172 1.075 -0.107
C -0.314 -3.107 1.817 -0.132
C -0.539 -4.214 2.696 -0.259
C -1.761 -4.889 2.673 -0.037
C -1.979 -5.961 3.523 -0.087
C -0.986 -6.369 4.402 -0.094
C 0.231 -5.701 4.430 -0.085
C 0.458 -4.628 3.584 -0.034
H -2.530 -4.566 1.984 0.114
H -2.929 -6.480 3.498 0.101
H -1.159 -7.207 5.065 0.100
H 1.008 -6.016 5.114 0.102
H 1.402 -4.100 3.601 0.116
Se 3.726 3.799 -1.817 1.173
N 2.532 5.089 -2.029 -0.237
C 1.349 4.521 -1.932 -0.396
C 0.096 5.174 -2.080 0.000
C -1.017 4.412 -1.959 -0.036
C -0.911 3.015 -1.661 -0.154
N 0.204 2.369 -1.495 0.093
C 1.347 3.093 -1.657 -0.437
N 2.530 2.531 -1.574 -0.211
H 0.070 6.236 -2.288 0.120
H -2.005 4.836 -2.068 0.107
H -1.826 2.444 -1.551 0.063
```

* electronic energy: -138429.703 eV
* largest force on an atom: 0.589 eV Å⁻¹

***

The following is a quantum chemistry calculation of C11H14N2 in the gas phase at a distorted geometry, from the OMol25 dataset.

XYZ file:
```
27
Properties=species:S:1:pos:R:3:nbo_charge:R:1
C -2.598 -1.183 -0.347 -0.225
C -2.730 0.223 0.241 -0.403
C -1.270 0.644 0.594 -0.219
C -0.766 1.721 -0.361 -0.408
C 0.676 2.069 -0.062 -0.428
C 1.531 0.792 -0.041 0.238
C 3.654 -0.044 -0.143 0.039
C 3.239 -1.328 0.062 -0.273
C 1.855 -1.535 0.175 -0.135
C 0.966 -0.474 0.159 -0.101
C -0.480 -0.686 0.422 -0.058
H -2.860 -1.885 0.458 0.151
H -3.246 -1.418 -1.177 0.203
H -3.189 0.907 -0.492 0.208
H -3.406 0.229 1.129 0.210
H -1.215 0.973 1.665 0.211
H -0.844 1.344 -1.396 0.219
H -1.444 2.633 -0.343 0.213
H 0.751 2.651 0.905 0.217
H 1.079 2.696 -0.858 0.231
H 4.725 0.154 -0.357 0.190
H 3.919 -2.189 0.128 0.222
H 1.499 -2.540 0.354 0.205
H -0.639 -1.396 1.316 0.177
H -0.849 -2.144 -1.104 0.372
N 2.858 1.013 -0.187 -0.423
N -1.218 -1.229 -0.740 -0.633
```

* SMILES string: c1cnc2c(c1)[C@@H]1NCC[C@@H]1CC2
* relative energy (zero: lowest compared OMol25 entry of this formula, charge and spin): 6.4 kJ/mol
* largest force on an atom: 2.029 eV Å⁻¹